ORCA calculation (ωB97M-V/def2-TZVPD) on C24H42IrN3Se2Te2 as an isolated structure at a distorted geometry.

Structure (XYZ):
```
74
Properties=species:S:1:pos:R:3
Ir -0.125 0.177 0.093
C -1.645 1.614 1.053
C -1.791 0.484 1.929
C -0.510 0.207 2.477
C 0.383 1.203 1.913
C -0.320 2.109 1.109
C 0.208 3.500 0.759
C 0.621 4.190 2.070
C -0.901 4.323 0.103
C 1.421 3.462 -0.170
C -0.019 -0.746 3.584
C -0.483 -0.222 4.959
C 1.513 -0.745 3.677
C -0.456 -2.195 3.372
C -3.185 -0.105 2.226
C -3.426 -0.246 3.731
C -3.451 -1.470 1.573
C -4.259 0.861 1.699
H -2.453 2.091 0.523
H 1.407 1.368 2.210
H -0.191 4.167 2.801
H 0.883 5.233 1.880
H 1.490 3.701 2.514
H -1.746 4.478 0.780
H -1.270 3.835 -0.804
H -0.517 5.304 -0.184
H 2.145 2.705 0.142
H 1.917 4.436 -0.167
H 1.127 3.243 -1.195
H -0.282 0.848 5.047
H 0.082 -0.733 5.742
H -1.536 -0.384 5.157
H 1.903 0.221 4.003
H 1.987 -1.017 2.741
H 1.812 -1.485 4.421
H -1.538 -2.319 3.368
H -0.057 -2.817 4.176
H -0.061 -2.569 2.424
H -2.892 -1.090 4.161
H -4.491 -0.421 3.896
H -3.146 0.658 4.275
H -2.696 -2.215 1.826
H -3.496 -1.377 0.492
H -4.423 -1.836 1.918
H -4.130 1.872 2.093
H -5.241 0.502 2.011
H -4.256 0.906 0.608
Se 2.047 -0.903 0.144
Te 2.351 -1.183 -2.330
Te 0.451 0.749 -2.441
Se -0.995 -0.195 -4.140
C -4.993 -0.588 -2.426
C -3.938 0.494 -2.424
N -2.932 0.119 -1.441
C -2.389 -1.133 -1.397
N -1.269 -1.339 -0.734
C -0.759 -2.716 -0.630
C -1.160 -3.547 -1.828
C -2.664 -3.518 -1.918
N -3.145 -2.140 -1.911
C -4.310 -1.897 -2.761
H -5.772 -0.377 -3.160
H -5.458 -0.655 -1.439
H -4.347 1.462 -2.133
H -3.486 0.588 -3.416
H -2.273 0.830 -1.166
H -1.135 -3.177 0.293
H 0.319 -2.662 -0.547
H -0.809 -4.574 -1.724
H -0.719 -3.110 -2.727
H -3.103 -4.056 -1.071
H -3.024 -3.989 -2.834
H -4.996 -2.733 -2.611
H -3.993 -1.904 -3.810
```

As for the total charge: 0. The value obtained for the highest occupied orbital energy is -6.475 eV. The HOMO-LUMO gap comes out at 0.230 hartree. The calculation puts the energy relative to the best compared isomer or geometry (same formula, charge and spin) at 1.137 eV.